This record from the Open Molecules 2025 dataset describes 9 unconnected molecules or ions with the total composition C23H48N2O7S2 in a non-equilibrium geometry. The level of theory is ωB97M-V/def2-TZVPD.

Atoms and positions in Å:
C1 33.600720 32.288510 12.719460
C2 34.360370 33.397580 12.252420
N1 34.994080 34.297980 11.873320
H1 34.009340 31.298380 12.517510
H2 32.623890 32.353380 12.240200
H3 33.530340 32.422650 13.798890
C3 28.702240 32.453430 4.703060
C4 27.330470 32.987200 4.681640
N2 26.291880 33.461390 4.715290
H4 28.788950 31.526580 4.136010
H5 29.034800 32.338940 5.734760
H6 29.314400 33.157430 4.139380
C5 30.937750 31.999430 7.707400
S1 31.991300 32.560330 9.202130
O1 32.547130 31.249490 9.749320
C6 33.331520 33.240170 8.124280
H7 30.580600 32.828740 7.096830
H8 30.069240 31.489640 8.124430
H9 31.457230 31.414810 6.948150
H10 33.792700 32.411860 7.586390
H11 34.042280 33.853660 8.677940
H12 32.921820 33.845410 7.315610
C7 28.800780 28.860140 10.039170
S2 26.974220 29.340220 10.021580
O2 26.357810 27.969720 10.306010
C8 27.076390 30.213180 11.561750
H13 29.465320 29.722560 9.987080
H14 29.029110 28.199500 9.202790
H15 28.981480 28.402960 11.012010
H16 27.360360 29.620630 12.431430
H17 26.068330 30.568350 11.775680
H18 27.787750 31.039030 11.568470
C9 35.689960 31.583570 10.300240
C10 36.262700 31.069070 9.006920
O3 36.375240 31.802220 8.050470
C11 36.705950 29.622890 8.922390
H19 34.616070 31.767810 10.270050
H20 36.294250 32.458830 10.538650
H21 35.904590 30.883220 11.107420
H22 35.839870 29.091380 9.316720
H23 37.529580 29.384610 9.595420
H24 36.965450 29.320460 7.907850
C12 32.731170 28.627630 14.037620
C13 31.324420 28.545570 13.537860
O4 30.598540 27.600420 13.868120
C14 30.832280 29.689060 12.729030
H25 32.824210 27.735020 14.656250
H26 32.873060 29.533600 14.626840
H27 33.458260 28.570340 13.227580
H28 31.236920 30.642130 13.069670
H29 29.756530 29.789830 12.872960
H30 31.097400 29.571830 11.678290
C15 33.404210 33.546510 3.056330
C16 32.309200 32.623710 3.484970
O5 32.202690 32.276600 4.666780
C17 31.373980 32.167330 2.463720
H31 34.159860 33.680960 3.830300
H32 33.114450 34.591960 2.950590
H33 33.826490 33.172560 2.123620
H34 30.919270 31.235170 2.799020
H35 31.862660 32.103110 1.491530
H36 30.530350 32.821950 2.244940
C18 33.527150 29.072460 4.278370
C19 33.618400 28.509190 5.684780
O6 33.100510 27.408290 5.951500
C20 34.164170 29.349040 6.821770
H37 33.651380 30.152070 4.362670
H38 32.625090 28.750400 3.758120
H39 34.320490 28.591530 3.706170
H40 34.627570 28.833100 7.662700
H41 33.323830 29.917490 7.220260
H42 34.817940 30.109690 6.395050
C21 35.506560 35.834730 4.424240
C22 36.632590 35.544890 5.368550
O7 37.684150 35.265510 4.879300
C23 36.372170 35.711340 6.855080
H43 35.256440 36.885640 4.569630
H44 34.618630 35.292620 4.749490
H45 35.718940 35.630850 3.374750
H46 36.117220 36.753300 7.048520
H47 37.249680 35.459370 7.450550
H48 35.564650 35.020700 7.098020

Cartesian forces, eV/Å:
-0.9 -0.5 0.7
2.2 2.3 -1.2
-1.3 -1.5 0.7
0.2 0.3 -0.2
-0.1 -0.2 0.2
-0.3 -0.2 0.1
-0.4 0.3 -0.6
0.9 -0.5 0.2
-0.6 0.2 0.0
-0.2 -0.2 0.3
0.1 0.0 -0.3
0.2 0.1 0.4
0.1 0.8 0.5
0.6 -1.5 -2.4
-0.8 1.1 0.0
-0.4 0.1 -0.2
0.0 0.5 0.5
0.1 -0.2 0.0
0.5 -0.4 0.6
0.2 -0.2 0.5
0.0 -0.4 0.2
-0.5 0.2 0.3
0.1 0.0 -0.7
2.6 -1.6 1.3
-0.2 1.0 -0.3
-1.3 0.8 1.2
-0.5 0.4 -0.2
-0.3 -0.1 0.1
-0.4 -0.2 -0.1
0.1 -0.8 -0.5
0.0 0.3 0.0
-0.1 0.1 -0.8
1.1 -0.4 0.3
0.4 -0.1 -0.6
-0.2 0.2 -0.1
-0.4 0.2 0.4
0.3 0.1 -0.3
-0.5 0.3 -0.1
-0.2 -0.2 0.0
0.1 -0.5 -0.1
0.1 0.2 0.1
-0.1 0.1 0.1
-0.1 -0.9 0.2
-0.8 -1.6 1.2
0.9 1.7 -1.0
-0.7 0.8 -0.1
0.4 0.2 0.1
0.1 0.0 -0.1
0.0 0.2 -0.1
0.3 -0.1 -0.1
-0.1 -0.3 -0.3
0.1 0.0 -0.1
0.7 0.2 0.3
0.3 0.8 2.4
0.0 0.2 -1.2
-0.9 -0.8 -1.1
0.1 -0.9 -0.1
-0.7 -0.1 -0.5
0.2 0.3 0.0
0.2 -0.2 -0.3
0.1 -0.5 0.0
0.1 0.5 0.4
0.5 -0.2 0.7
-2.1 -2.7 1.2
1.2 1.9 -0.7
0.1 0.7 -0.9
0.0 -0.1 -0.6
-0.2 0.2 0.4
0.4 0.4 0.0
-0.2 -0.3 -0.5
-0.2 0.0 0.1
0.4 0.0 0.3
-1.1 0.3 0.6
-0.3 0.4 -0.4
1.6 -0.5 0.2
0.4 -0.3 -0.4
-0.1 0.2 -0.2
-0.1 0.1 0.0
0.3 0.0 0.3
-0.3 -0.1 0.1
0.0 -0.1 -0.2
-0.2 0.3 0.3

## Properties
E_LUMO (alpha / beta) = -4.154 / -8.629 eV
Total charge = +1
Frontier orbital gap (alpha / beta) = 6.8 / 2.3 eV
Spin multiplicity = 2
Maximum force = 3.6 eV/Å

Charges in e, computed with Mulliken, in the same order as the atoms:
1. C -0.29
2. C 0.22
3. N -0.57
4. H 0.23
5. H 0.06
6. H 0.50
7. C 0.06
8. C 0.08
9. N -0.36
10. H 0.29
11. H -0.13
12. H 0.04
13. C -1.31
14. S 0.39
15. O -0.55
16. C -1.07
17. H 0.56
18. H 0.42
19. H 0.36
20. H 0.15
21. H 0.38
22. H 0.61
23. C -0.63
24. S 0.65
25. O -0.21
26. C -0.88
27. H 0.06
28. H 0.47
29. H 0.40
30. H 0.37
31. H 0.39
32. H 0.39
33. C -0.35
34. C 0.81
35. O -0.54
36. C -1.60
37. H -0.40
38. H 0.42
39. H 0.45
40. H 0.43
41. H 0.42
42. H 0.33
43. C -1.06
44. C 0.67
45. O -0.59
46. C -0.24
47. H 0.33
48. H 0.31
49. H 0.29
50. H 0.30
51. H -0.01
52. H 0.00
53. C -1.31
54. C 0.96
55. O -0.36
56. C -1.38
57. H 0.13
58. H 0.48
59. H 0.46
60. H 0.32
61. H 0.39
62. H 0.34
63. C -0.73
64. C 0.47
65. O -0.62
66. C -0.27
67. H -0.08
68. H 0.32
69. H 0.38
70. H 0.20
71. H -0.11
72. H 0.29
73. C -0.82
74. C 0.83
75. O -0.54
76. C -0.55
77. H 0.43
78. H -0.03
79. H 0.29
80. H 0.38
81. H 0.31
82. H -0.21